The following is a DFT calculation (the ωB97M-V functional and the def2-TZVPD basis) of the molecule C15H22N2O4 in a non-equilibrium geometry.

Computed properties:
energy above the lowest of the compared OMol25 structures with the same formula, charge and spin = 33.9 kcal/mol
HOMO energy = -8.52 eV
HOMO-LUMO gap = 8.93 eV
structure (SMILES) = CC[C@H](C)[C@H](N)C(=O)N[C@@H](Cc1ccc(O)cc1)C(=O)O

Structure (ORCA input):
```
! RIJCOSX wB97M-V def2-TZVPD def2/J DEFGRID3
* xyz 0 1
C -2.17669 -0.00442 -1.22638
C -0.99651 -1.02327 -1.36941
C -1.92614 1.31077 -1.88971
C -0.99263 2.23369 -1.16738
C -1.59096 1.17376 -3.35832
C -1.67278 2.49153 -4.11979
C 1.04787 -1.81455 -0.34535
C 0.87509 -3.14543 0.31700
C 2.32114 -1.20271 0.17845
C 2.24673 -0.67295 1.60563
C 2.40007 -1.55432 2.71141
C 1.99331 0.67814 1.85817
C 2.16480 -1.07071 3.93876
C 1.73157 1.14770 3.13383
C 1.89714 0.28927 4.18018
H -3.17236 0.88068 0.33311
H -3.02165 -0.70061 0.59714
H -3.03306 -0.50341 -1.73912
H -2.96183 1.76140 -1.76727
H -1.27959 2.38733 -0.14235
H 0.03092 1.84529 -1.12826
H -1.03773 3.21240 -1.66680
H -2.29259 0.46842 -3.79406
H -0.54094 0.82106 -3.48611
H -2.68580 2.93042 -3.99434
H -0.94457 3.30295 -3.91989
H -1.48122 2.29399 -5.20910
H -0.57907 -0.40665 0.37811
H 1.27478 -2.06706 -1.37075
H 3.14336 -1.94956 0.09770
H 2.63906 -0.27509 -0.39477
H 2.67433 -2.55411 2.54431
H 1.88799 1.50452 1.09910
H 2.21113 -1.75018 4.79795
H 1.37458 2.15582 3.29141
H 1.72347 -0.11319 6.04373
H -0.85805 -2.67212 0.73015
N -2.48888 0.13227 0.23609
N -0.13710 -1.00626 -0.30567
O -0.83527 -1.78263 -2.30582
O 1.76446 -3.96256 0.27505
O 1.58762 0.65932 5.44215
O -0.28401 -3.44897 0.91122
*
```



The following is a DFT calculation (the ωB97M-V functional and the def2-TZVPD basis) of the molecule C15H22N2O5S in a non-equilibrium geometry.

Computed properties:
energy above the lowest of the compared OMol25 structures with the same formula, charge and spin = 34.5 kcal/mol
HOMO energy = -8.95 eV
HOMO-LUMO gap = 9.20 eV
structure (SMILES) = CCN(CC)S(=O)(=O)c1ccc(N2CCOCC2)c(C(=O)O)c1

Structure (ORCA input):
```
! RIJCOSX wB97M-V def2-TZVPD def2/J DEFGRID3
* xyz 0 1
C 2.96319 -2.55623 -3.57531
H 2.57257 -2.58883 -4.58843
H 2.88436 -3.54725 -3.13540
H 4.01301 -2.27820 -3.61127
C 2.19381 -1.52474 -2.75592
N 0.76487 -1.72890 -2.83161
S -0.20306 -0.39206 -2.92127
O 0.49544 0.60791 -3.67148
O -1.49757 -0.81676 -3.36925
C -0.38962 0.20631 -1.23530
C 0.69168 0.74412 -0.57182
C 0.56301 1.18305 0.74214
C -0.67376 1.05503 1.40468
C -1.75705 0.52356 0.70400
C -1.61584 0.10410 -0.60523
H -2.44340 -0.31932 -1.15199
H -2.70769 0.39814 1.19615
N -0.76634 1.49394 2.74259
C -0.03996 0.68333 3.71417
H 0.97309 0.48737 3.36453
C -0.78152 -0.65202 3.95247
H -0.71593 -0.93366 5.01440
O -2.13232 -0.57136 3.55370
C -2.73921 0.62774 3.97474
H -2.65815 0.72487 5.06708
C -2.07862 1.83866 3.27276
H -2.69729 2.21998 2.46109
H -1.92997 2.64867 3.99624
H -3.79378 0.53988 3.71009
H -0.35305 -1.45238 3.34612
H 0.01966 1.26321 4.63979
C 1.77862 1.81955 1.34159
O 2.89229 1.50699 1.01925
O 1.56173 2.80139 2.22780
H 0.61481 2.87626 2.44440
H 1.64111 0.85624 -1.07040
C 0.17271 -2.91378 -2.25909
C 0.38817 -3.07697 -0.75417
H -0.14444 -3.95940 -0.40925
H 1.44325 -3.20323 -0.52368
H 0.01381 -2.21144 -0.21252
H -0.89278 -2.83744 -2.48084
H 0.56833 -3.78867 -2.78358
H 2.36347 -0.53203 -3.17446
H 2.54466 -1.53457 -1.71508
*
```



The following is a DFT calculation (the ωB97M-V functional and the def2-TZVPD basis) of a structure of composition C15H22N2PtS5Si2 in a non-equilibrium geometry.

Computed properties:
energy above the lowest of the compared OMol25 structures with the same formula, charge and spin = 36.2 kcal/mol
HOMO energy = -7.57 eV
HOMO-LUMO gap = 6.53 eV

Structure (ORCA input):
```
! RIJCOSX wB97M-V def2-TZVPD def2/J DEFGRID3
* xyz 0 1
Pt -0.04590 -2.82417 -1.02922
C 3.66606 -0.28167 -2.10301
Si 2.93761 -0.60654 -0.42594
C 2.88059 -2.43322 -0.04397
C 3.77965 0.31507 0.95039
N 1.23545 -0.03501 -0.48289
C 0.72642 1.23327 -0.81862
C 1.44135 2.37348 -1.13779
C 0.74123 3.52914 -1.47073
C -0.64517 3.53993 -1.46794
C -1.36408 2.39677 -1.13214
C -0.66851 1.24266 -0.81666
N -1.19750 -0.01247 -0.46907
Si -2.91370 -0.53454 -0.37167
C -3.70245 0.42283 1.01211
C -3.66643 -0.20573 -2.03741
C -2.90306 -2.35923 0.02744
H 4.69275 -0.65475 -2.13675
H 3.68948 0.77401 -2.37467
H 3.08695 -0.81313 -2.86145
H 3.84975 -2.89100 -0.26215
H 2.10938 -2.98310 -0.62969
H 2.63543 -2.62355 1.00441
H 4.84857 0.09284 0.99063
H 3.33500 0.01788 1.90359
H 3.66483 1.39662 0.85214
H 2.52294 2.37369 -1.11651
H 1.28757 4.42897 -1.71889
H -1.17756 4.44907 -1.71306
H -2.44522 2.41815 -1.10284
H -3.55573 1.49966 0.90465
H -3.25135 0.11871 1.96006
H -4.77693 0.23363 1.07179
H -3.65827 0.84677 -2.32188
H -4.70585 -0.54308 -2.04654
H -3.12089 -0.76579 -2.80022
H -2.63510 -2.54831 1.07026
H -2.16133 -2.93119 -0.57788
H -3.88763 -2.79520 -0.16303
S -0.27983 1.62916 5.36464
C -0.15421 0.52812 4.17225
S -0.07993 0.96791 2.50018
C -0.00624 -0.68190 1.86942
C -0.02661 -1.75556 2.77598
S 0.01069 -3.40123 2.53051
S -0.13180 -1.19045 4.43308
S 0.01958 -0.95755 0.23908
*
```



The following is a DFT calculation (the ωB97M-V functional and the def2-TZVPD basis) of the ion C15H22N3S2 with charge +1 in a non-equilibrium geometry.

Computed properties:
HOMO energy = -11.45 eV
HOMO-LUMO gap = 9.21 eV
structure (SMILES) = CN1CCN(C)C1=[NH+]C1(c2ccccc2)SCCCS1

Structure (ORCA input):
```
! RIJCOSX wB97M-V def2-TZVPD def2/J DEFGRID3
* xyz 1 1
C 0.07843 -3.53006 0.91147
C -0.84069 -3.44554 -0.13628
C -1.93181 -2.56948 -0.04583
C -2.13012 -1.79450 1.09706
C -3.44014 -1.01149 1.23112
S -3.52972 0.33947 2.46219
C -3.01460 1.81359 1.57383
C -2.17092 1.57164 0.32374
C -2.98193 0.96304 -0.79648
S -3.97090 -0.49955 -0.44062
C -1.22222 -1.89573 2.15311
C -0.13619 -2.77987 2.07096
H 0.94408 -4.18922 0.84069
H -0.71301 -4.04069 -1.04232
H -2.61522 -2.47273 -0.89247
H -3.88447 2.45345 1.36839
H -2.40673 2.31284 2.34192
H -1.77814 2.53325 -0.04054
H -1.31933 0.93562 0.58744
H -3.71993 1.67513 -1.18443
H -2.33180 0.64202 -1.61551
H -1.35175 -1.25806 3.02973
H 0.54541 -2.86343 2.91806
C -6.23902 0.60088 1.25183
N -6.54268 -0.68909 1.82600
C -7.86160 -0.90404 2.39000
C -7.76418 -2.27240 3.01848
N -6.41217 -2.69120 2.71350
C -5.88853 -3.94788 3.22264
C -5.73413 -1.74105 2.04637
N -4.43924 -1.96115 1.68017
H -5.44421 0.46427 0.48593
H -7.13271 0.97968 0.73819
H -5.89138 1.31547 2.01638
H -8.08611 -0.13775 3.14136
H -8.63908 -0.88371 1.61467
H -7.92349 -2.23084 4.10313
H -8.49566 -2.97127 2.59500
H -4.84583 -4.09984 2.93119
H -5.93206 -3.96479 4.32031
H -6.48258 -4.78221 2.82928
H -4.20024 -2.94332 1.75821
*
```